Entry 1:
{"formula": "C20H36InO24Y", "method": "the ωB97M-V functional and the def2-TZVPD basis", "e_lumo_ev": -8.819, "orbital_gap_ev": 4.981, "relative_energy_kj_mol": 181.0, "charge": 2, "homo_ev": -13.80, "elements": ["Y", "In", "C", "O", "O", "O", "C", "O", "O", "O", "C", "O", "C", "O", "O", "C", "H", "H", "H", "H", "H", "H", "C", "O", "C", "O", "O", "C", "H", "H", "H", "H", "H", "H", "C", "O", "C", "O", "O", "C", "H", "H", "H", "H", "H", "H", "C", "O", "C", "O", "O", "C", "H", "H", "H", "H", "H", "H", "C", "O", "C", "O", "O", "C", "H", "H", "H", "H", "H", "H", "C", "O", "C", "O", "O", "C", "H", "H", "H", "H", "H", "H"], "coordinates": [[-0.441, -0.537, 0.202], [-6.207, 1.648, -2.349], [-4.040, 7.742, 8.140], [-3.120, 8.575, 8.191], [-2.250, 0.303, 0.975], [-4.205, 2.171, -1.473], [-0.085, 0.718, -7.363], [-1.699, -1.339, -1.669], [0.589, 1.507, -8.061], [-0.306, 0.157, -6.410], [0.802, -0.971, 4.527], [0.306, -0.213, 3.366], [0.375, 1.153, 3.451], [0.410, 1.769, 2.440], [0.312, 1.637, 4.708], [0.399, 3.097, 4.725], [1.809, -1.377, 4.245], [0.044, -1.692, 4.721], [0.876, -0.378, 5.444], [-0.536, 3.594, 4.493], [1.267, 3.407, 4.104], [0.509, 3.386, 5.775], [7.416, -1.719, -3.588], [6.222, -1.988, -4.371], [5.017, -1.620, -3.868], [4.792, -1.185, -2.779], [4.085, -1.886, -4.848], [2.698, -1.768, -4.567], [8.305, -2.261, -4.010], [7.285, -1.955, -2.535], [7.621, -0.643, -3.555], [2.462, -0.820, -4.124], [2.495, -2.508, -3.779], [2.227, -1.933, -5.514], [1.166, 1.930, -3.355], [1.209, 2.865, -2.270], [0.624, 2.512, -1.147], [0.129, 1.426, -0.925], [0.631, 3.557, -0.319], [-0.452, 3.688, 0.526], [0.483, 2.230, -4.144], [0.674, 1.040, -2.943], [2.178, 1.799, -3.680], [-1.221, 4.317, 0.118], [-0.248, 4.265, 1.439], [-0.792, 2.766, 0.926], [-4.489, -1.115, -1.866], [-5.115, -1.086, -0.526], [-6.090, -0.288, -0.038], [-6.754, 0.493, -0.783], [-6.391, -0.372, 1.179], [-7.613, 0.450, 1.613], [-3.571, -1.556, -1.564], [-4.271, -0.061, -2.129], [-5.083, -1.750, -2.541], [-7.789, 0.291, 2.680], [-8.406, 0.064, 0.964], [-7.472, 1.533, 1.461], [-2.843, -2.852, 3.156], [-3.018, -3.363, 1.779], [-2.022, -3.245, 0.982], [-1.100, -2.416, 1.139], [-1.989, -4.207, 0.092], [-0.778, -4.487, -0.655], [-3.565, -2.064, 3.338], [-1.870, -2.359, 3.307], [-3.028, -3.705, 3.823], [-1.174, -5.122, -1.427], [-0.008, -5.018, -0.058], [-0.342, -3.614, -1.115], [3.762, 2.011, 0.648], [2.714, 1.085, 0.259], [2.890, -0.190, 0.324], [1.994, -0.960, 0.038], [4.086, -0.507, 0.806], [4.309, -1.935, 0.945], [3.666, 2.343, 1.683], [3.671, 2.877, -0.055], [4.744, 1.505, 0.554], [3.846, -2.471, 0.112], [3.925, -2.298, 1.914], [5.359, -2.079, 1.084]]}

Entry 2:
{"formula": "C44H88N6O11", "method": "the ωB97M-V functional and the def2-TZVPD basis", "e_lumo_ev": 0.363, "orbital_gap_ev": 9.678, "smiles": "CNC(C)=O.CNC(C)=O.CNC(C)=O.CNC(C)=O.CNC(C)=O.c1ccncc1.C1CCOC1.C1CCOC1.C1CCOC1.C1CCOC1.C1CCOC1.C1CCOC1", "homo_ev": -9.32, "elements": ["C", "C", "C", "O", "C", "H", "H", "H", "H", "H", "H", "H", "H", "C", "C", "C", "O", "C", "H", "H", "H", "H", "H", "H", "H", "H", "C", "C", "C", "O", "C", "H", "H", "H", "H", "H", "H", "H", "H", "C", "C", "C", "O", "C", "H", "H", "H", "H", "H", "H", "H", "H", "C", "C", "C", "O", "C", "H", "H", "H", "H", "H", "H", "H", "H", "C", "C", "C", "O", "C", "H", "H", "H", "H", "H", "H", "H", "H", "C", "C", "O", "N", "C", "H", "H", "H", "H", "H", "H", "H", "C", "C", "O", "N", "C", "H", "H", "H", "H", "H", "H", "H", "C", "C", "O", "N", "C", "H", "H", "H", "H", "H", "H", "H", "C", "C", "O", "N", "C", "H", "H", "H", "H", "H", "H", "H", "C", "C", "O", "N", "C", "H", "H", "H", "H", "H", "H", "H", "N", "C", "C", "C", "C", "C", "H", "H", "H", "H", "H"], "coordinates": [[30.071, -12.433, 7.079], [30.046, -13.216, 8.391], [31.429, -12.886, 9.027], [32.204, -12.248, 8.034], [31.565, -12.324, 6.770], [29.532, -11.489, 7.089], [29.686, -13.031, 6.247], [29.977, -14.284, 8.197], [29.189, -12.846, 8.951], [31.883, -13.837, 9.313], [31.262, -12.234, 9.882], [31.916, -13.223, 6.242], [31.747, -11.507, 6.069], [27.507, -17.709, 12.536], [28.384, -18.560, 13.453], [27.721, -19.897, 13.136], [27.708, -19.906, 11.685], [27.730, -18.544, 11.249], [27.827, -16.680, 12.362], [26.478, -17.691, 12.889], [28.205, -18.355, 14.512], [29.435, -18.633, 13.189], [26.684, -19.999, 13.467], [28.272, -20.764, 13.506], [26.907, -18.390, 10.554], [28.682, -18.170, 10.859], [25.763, -15.944, 4.118], [26.215, -15.205, 2.882], [26.175, -16.328, 1.849], [26.521, -17.519, 2.551], [26.238, -17.419, 3.949], [24.677, -15.964, 4.239], [26.170, -15.533, 5.041], [27.201, -14.744, 2.914], [25.487, -14.450, 2.576], [26.945, -16.182, 1.082], [25.233, -16.427, 1.297], [27.161, -17.368, 4.534], [25.492, -18.080, 4.382], [30.801, -13.724, 1.406], [32.108, -14.325, 1.942], [31.666, -14.819, 3.317], [30.799, -13.781, 3.794], [30.271, -13.038, 2.691], [30.130, -14.542, 1.138], [30.985, -12.993, 0.626], [32.892, -13.569, 2.003], [32.426, -15.186, 1.352], [32.449, -14.940, 4.065], [31.132, -15.755, 3.117], [30.814, -12.086, 2.701], [29.189, -12.980, 2.758], [29.672, -19.652, 2.007], [29.711, -19.224, 0.534], [30.375, -17.839, 0.528], [31.046, -17.780, 1.787], [30.160, -18.387, 2.722], [30.392, -20.434, 2.239], [28.669, -19.919, 2.332], [28.707, -19.254, 0.105], [30.277, -19.935, -0.066], [29.730, -16.960, 0.497], [31.101, -17.875, -0.282], [29.343, -17.733, 3.070], [30.693, -18.561, 3.661], [31.829, -21.533, 6.210], [32.542, -22.802, 6.686], [33.276, -23.237, 5.427], [32.369, -22.962, 4.374], [31.551, -21.835, 4.715], [32.483, -20.665, 6.293], [30.874, -21.305, 6.686], [31.742, -23.465, 7.038], [33.156, -22.643, 7.574], [33.533, -24.294, 5.456], [34.180, -22.630, 5.283], [30.533, -22.157, 4.480], [31.801, -20.942, 4.127], [23.136, -20.338, 8.672], [24.637, -20.430, 8.638], [25.322, -19.595, 8.054], [25.237, -21.411, 9.345], [24.630, -22.504, 10.114], [22.597, -21.167, 8.220], [22.901, -19.452, 8.080], [22.765, -20.100, 9.670], [26.232, -21.255, 9.409], [25.397, -22.816, 10.819], [24.318, -23.284, 9.426], [23.808, -22.135, 10.730], [26.278, -13.508, 7.264], [25.744, -13.371, 8.672], [25.881, -12.326, 9.302], [25.072, -14.446, 9.162], [24.482, -14.489, 10.495], [26.441, -14.529, 6.929], [27.209, -12.959, 7.142], [25.531, -12.971, 6.668], [24.923, -15.207, 8.522], [24.898, -13.717, 11.125], [24.621, -15.495, 10.887], [23.404, -14.351, 10.364], [29.471, -23.603, 11.980], [28.480, -23.833, 10.868], [27.628, -24.716, 11.036], [28.479, -23.041, 9.772], [29.349, -21.869, 9.573], [30.435, -23.222, 11.616], [29.755, -24.526, 12.481], [29.104, -22.930, 12.755], [27.828, -23.260, 9.038], [29.617, -21.417, 10.520], [28.860, -21.188, 8.887], [30.277, -22.246, 9.131], [34.112, -18.057, 4.073], [33.855, -17.750, 5.525], [33.391, -18.563, 6.303], [34.089, -16.467, 5.912], [33.669, -15.927, 7.195], [33.185, -18.021, 3.502], [34.424, -19.108, 4.037], [34.983, -17.559, 3.649], [34.712, -15.923, 5.341], [33.735, -14.840, 7.137], [34.184, -16.340, 8.057], [32.588, -16.090, 7.255], [32.294, -20.361, 12.981], [32.337, -20.220, 11.486], [32.567, -21.176, 10.751], [32.022, -19.007, 10.963], [31.987, -18.704, 9.539], [32.904, -19.657, 13.547], [32.720, -21.330, 13.250], [31.266, -20.433, 13.341], [31.858, -18.237, 11.590], [30.932, -18.635, 9.256], [32.579, -19.422, 8.986], [32.357, -17.705, 9.304], [28.040, -16.492, 6.995], [29.060, -16.058, 6.253], [30.118, -16.867, 5.904], [30.060, -18.194, 6.331], [28.990, -18.666, 7.063], [27.985, -17.762, 7.382], [28.979, -15.022, 5.939], [30.778, -16.687, 5.064], [30.839, -18.879, 6.013], [28.927, -19.701, 7.364], [27.059, -17.993, 7.887]]}

Entry 3:
{"formula": "C28H41BrGeN4O8S4Si3Y", "method": "the ωB97M-V functional and the def2-TZVPD basis", "e_lumo_ev": [-0.233, -1.574], "multiplicity": 2, "orbital_gap_ev": [7.053, 6.870], "relative_energy_kj_mol": 0.0, "s_squared": 0.762, "homo_ev": [-7.29, -8.44], "elements": ["Y", "O", "C", "S", "C", "C", "S", "S", "S", "C", "O", "C", "C", "C", "Br", "C", "C", "C", "O", "C", "N", "C", "C", "C", "C", "C", "C", "N", "H", "H", "H", "H", "H", "H", "H", "H", "H", "H", "H", "O", "N", "O", "N", "O", "O", "C", "C", "O", "H", "H", "H", "C", "Si", "C", "C", "Ge", "Si", "C", "C", "C", "Si", "C", "C", "C", "H", "H", "H", "H", "H", "H", "H", "H", "H", "H", "H", "H", "H", "H", "H", "H", "H", "H", "H", "H", "H", "H", "H", "H", "H", "H", "H"], "coordinates": [[8.494, 13.832, 14.052], [4.555, 17.899, 9.108], [5.134, 17.272, 9.952], [6.490, 17.898, 10.922], [6.869, 16.435, 11.839], [6.033, 15.315, 11.564], [6.110, 13.829, 12.286], [4.817, 15.576, 10.339], [8.187, 16.440, 12.866], [6.468, 12.435, 16.799], [6.904, 12.190, 15.460], [6.660, 10.942, 14.940], [5.816, 10.000, 15.446], [5.664, 8.761, 14.829], [4.504, 7.461, 15.627], [6.332, 8.525, 13.649], [7.165, 9.482, 13.100], [7.358, 10.689, 13.758], [8.218, 11.628, 13.330], [7.844, 9.345, 11.820], [8.584, 10.307, 11.314], [9.049, 9.864, 10.100], [9.809, 10.539, 9.139], [10.073, 9.870, 7.968], [9.617, 8.545, 7.765], [8.862, 7.882, 8.709], [8.567, 8.584, 9.880], [7.821, 8.254, 10.990], [5.382, 12.596, 16.788], [6.959, 13.367, 17.054], [6.781, 11.592, 17.433], [5.251, 10.218, 16.342], [6.198, 7.587, 13.112], [8.553, 11.302, 12.388], [10.168, 11.524, 9.369], [10.661, 10.356, 7.190], [9.849, 8.022, 6.860], [8.488, 6.879, 8.552], [7.219, 7.455, 11.051], [9.455, 13.911, 15.993], [10.034, 15.157, 15.416], [11.535, 12.520, 11.303], [10.669, 13.092, 11.938], [10.633, 13.039, 13.203], [9.780, 13.806, 11.451], [6.176, 17.053, 16.692], [7.204, 16.104, 16.149], [6.820, 15.152, 15.503], [5.770, 17.595, 15.839], [6.556, 17.758, 17.419], [5.358, 16.451, 17.097], [12.442, 13.443, 15.898], [11.812, 15.074, 15.328], [12.444, 15.380, 13.600], [12.684, 16.396, 16.328], [9.132, 16.416, 16.470], [9.305, 15.641, 18.788], [7.606, 15.981, 19.503], [9.525, 13.802, 18.978], [10.751, 16.485, 19.618], [9.601, 18.691, 15.596], [10.500, 19.606, 16.976], [7.969, 19.529, 15.173], [10.696, 18.528, 14.088], [13.438, 13.392, 15.468], [11.847, 12.627, 15.506], [12.481, 13.354, 16.978], [12.828, 14.436, 13.205], [13.291, 16.062, 13.644], [11.751, 15.743, 12.859], [13.743, 16.209, 16.235], [12.456, 16.392, 17.404], [12.500, 17.371, 15.914], [6.920, 15.407, 18.903], [7.289, 17.001, 19.469], [7.563, 15.577, 20.515], [8.532, 13.381, 19.148], [10.123, 13.544, 19.845], [9.918, 13.354, 18.078], [10.804, 17.547, 19.392], [11.662, 16.014, 19.267], [10.707, 16.345, 20.675], [9.886, 19.722, 17.870], [10.786, 20.568, 16.603], [11.422, 19.081, 17.235], [7.350, 19.672, 16.060], [7.415, 19.007, 14.406], [8.220, 20.520, 14.798], [11.724, 18.824, 14.321], [10.349, 19.165, 13.293], [10.685, 17.505, 13.734]]}

Entry 4:
{"formula": "C22H51BCl2INO14P2", "method": "the ωB97M-V functional and the def2-TZVPD basis", "e_lumo_ev": -2.028, "orbital_gap_ev": 6.660, "smiles": "C[C@H](Cl)[C@@H](Cl)CO[C@H](COCOCCO)[C@H](OCCCCI)B(O)N(C)C.COP(=O)(OC)OC.COP(=O)(OC)OC", "homo_ev": -8.69, "elements": ["C", "C", "Cl", "C", "Cl", "C", "O", "C", "C", "O", "C", "O", "C", "C", "O", "C", "O", "C", "C", "C", "C", "I", "B", "O", "N", "C", "C", "H", "H", "H", "H", "H", "H", "H", "H", "H", "H", "H", "H", "H", "H", "H", "H", "H", "H", "H", "H", "H", "H", "H", "H", "H", "H", "H", "H", "H", "H", "H", "H", "H", "C", "O", "P", "O", "O", "C", "O", "C", "H", "H", "H", "H", "H", "H", "H", "H", "H", "C", "O", "P", "O", "O", "C", "O", "C", "H", "H", "H", "H", "H", "H", "H", "H", "H"], "coordinates": [[-2.205, -0.511, 7.053], [-1.181, -0.826, 5.914], [0.466, -0.814, 6.671], [-1.305, 0.303, 4.839], [-0.305, 1.731, 5.371], [-0.704, -0.105, 3.479], [-1.675, -0.960, 2.889], [-1.530, -1.161, 1.491], [-0.112, -0.972, 0.935], [-0.086, -1.423, -0.419], [1.237, -1.567, -0.905], [2.177, -0.729, -0.299], [2.397, 0.485, -1.010], [2.203, 1.734, -0.148], [3.085, 1.742, 0.980], [-2.593, -0.312, 0.713], [-2.938, 0.836, 1.531], [-2.194, 1.983, 1.156], [-3.036, 3.039, 0.417], [-4.092, 3.598, 1.401], [-3.537, 4.798, 2.190], [-3.316, 6.521, 0.901], [-3.964, -1.071, 0.414], [-5.084, -0.253, 0.156], [-4.146, -2.529, 0.389], [-4.744, -3.007, -0.871], [-5.034, -2.843, 1.527], [-1.711, -0.182, 7.969], [-2.875, 0.308, 6.759], [-2.823, -1.396, 7.237], [-1.391, -1.807, 5.488], [-2.335, 0.646, 4.724], [-0.539, 0.831, 2.936], [0.216, -0.677, 3.656], [-1.798, -2.215, 1.312], [0.603, -1.535, 1.549], [0.122, 0.099, 0.899], [1.544, -2.608, -0.697], [1.255, -1.469, -2.000], [1.770, 0.581, -1.910], [3.443, 0.512, -1.362], [2.480, 2.597, -0.774], [1.165, 1.863, 0.194], [3.494, 2.614, 0.979], [-2.206, 0.050, -0.257], [-1.855, 2.455, 2.099], [-1.266, 1.736, 0.617], [-3.512, 2.539, -0.434], [-2.378, 3.869, 0.131], [-4.949, 3.954, 0.814], [-4.444, 2.858, 2.131], [-2.533, 4.584, 2.575], [-4.167, 5.087, 3.033], [-5.364, 0.157, 0.987], [-5.705, -3.514, -0.711], [-4.098, -3.709, -1.416], [-4.948, -2.157, -1.542], [-6.099, -2.698, 1.266], [-4.923, -3.887, 1.844], [-4.854, -2.163, 2.375], [2.736, 6.439, -4.724], [3.014, 5.773, -3.478], [1.702, 5.080, -2.685], [2.345, 4.853, -1.353], [1.699, 3.764, -3.631], [2.843, 2.917, -3.624], [0.102, 4.801, -2.308], [-0.602, 5.893, -1.682], [3.682, 6.755, -5.157], [2.234, 5.763, -5.422], [2.114, 7.319, -4.554], [3.428, 3.034, -2.712], [3.468, 3.140, -4.490], [2.496, 1.887, -3.694], [-0.550, 6.789, -2.302], [-0.181, 6.099, -0.697], [-1.643, 5.602, -1.569], [4.549, -8.131, -1.541], [5.304, -6.974, -1.943], [4.493, -5.827, -2.899], [5.802, -5.175, -3.265], [3.788, -5.120, -1.619], [4.606, -4.664, -0.546], [3.601, -4.845, -3.938], [3.596, -5.246, -5.316], [5.168, -8.723, -0.869], [3.636, -7.837, -1.015], [4.293, -8.739, -2.411], [5.636, -4.487, -0.859], [4.591, -5.403, 0.256], [4.185, -3.731, -0.175], [3.242, -6.272, -5.422], [4.599, -5.156, -5.736], [2.921, -4.586, -5.856]]}